# 1
A molecular structure, C26H35GaN5O7 at a distorted geometry, computed with ωB97M-V/def2-TZVPD.

Last column: Mulliken charge in e.
Positions of all 74 atoms, in Å:
1 C 4.67 -1.64 1.20  -0.802
2 N 4.77 -1.88 -0.27  0.424
3 C 5.74 -0.97 -0.92  -1.126
4 C 5.09 -3.28 -0.56  0.148
5 O 6.19 -3.81 -0.36  -0.644
6 C 3.93 -4.16 -1.13  -0.721
7 Ga 2.20 -3.87 0.03  0.486
8 C 1.16 -2.31 -0.84  -0.657
9 C 0.31 -1.45 0.19  0.132
10 C 0.22 0.04 -0.41  -0.444
11 C 1.40 0.92 0.20  -0.458
12 N 2.55 1.14 -0.70  -0.428
13 H 4.93 -2.56 1.79  0.325
14 H 3.63 -1.26 1.43  0.041
15 H 5.38 -0.81 1.47  0.375
16 H 5.35 0.08 -0.81  0.361
17 H 6.78 -1.10 -0.51  0.330
18 H 5.71 -1.19 -2.03  0.304
19 H 4.23 -5.24 -1.15  0.327
20 H 3.68 -3.74 -2.15  0.214
21 H 2.53 -3.65 1.58  -0.317
22 H 1.29 -5.18 -0.12  -0.463
23 H 0.57 -2.66 -1.73  0.365
24 H 1.95 -1.60 -1.26  0.061
25 H -0.74 -1.88 0.24  -0.450
26 H 0.73 -1.45 1.24  0.358
27 H 0.31 -0.08 -1.53  0.390
28 H -0.80 0.48 -0.18  0.065
29 H 1.80 0.39 1.11  0.283
30 H 0.97 1.92 0.50  0.216
31 H 2.33 1.77 -1.47  0.128
32 H 2.98 0.27 -1.02  0.201
33 C 4.55 7.52 -0.45  -0.375
34 C 4.77 6.77 -1.60  -0.440
35 C 3.89 5.76 -1.96  -0.335
36 C 2.79 5.50 -1.14  0.110
37 C 2.57 6.23 0.01  -0.303
38 C 3.45 7.25 0.36  -0.468
39 N 1.85 4.45 -1.52  1.077
40 O 2.09 3.81 -2.54  -0.630
41 O 0.88 4.27 -0.81  -0.595
42 H 5.24 8.31 -0.18  0.362
43 H 5.63 6.98 -2.23  0.363
44 H 4.07 5.18 -2.85  0.429
45 H 1.72 6.03 0.65  0.442
46 H 3.29 7.83 1.26  0.361
47 C -4.15 -6.64 0.38  -0.386
48 C -4.78 -6.01 -0.69  -0.487
49 C -4.68 -4.63 -0.84  -0.380
50 C -3.95 -3.90 0.08  0.108
51 C -3.32 -4.52 1.16  -0.092
52 C -3.43 -5.89 1.30  -0.634
53 N -3.82 -2.45 -0.09  1.052
54 O -4.39 -1.93 -1.03  -0.612
55 O -3.15 -1.85 0.72  -0.551
56 H -4.23 -7.71 0.49  0.369
57 H -5.35 -6.59 -1.41  0.360
58 H -5.18 -4.15 -1.68  0.433
59 H -2.75 -3.95 1.88  0.433
60 H -2.94 -6.39 2.13  0.368
61 C -5.49 0.32 0.85  0.038
62 C -6.80 0.76 0.82  -0.658
63 C -7.11 2.07 1.19  -0.292
64 C -6.08 2.92 1.58  -0.071
65 C -4.76 2.48 1.61  -0.380
66 C -4.46 1.18 1.24  -0.249
67 N -6.39 4.30 1.94  0.998
68 O -7.56 4.65 1.92  -0.619
69 O -5.47 5.03 2.25  -0.607
70 H -5.25 -0.70 0.55  0.162
71 H -7.59 0.09 0.51  0.390
72 H -8.14 2.40 1.17  0.431
73 H -3.96 3.14 1.92  0.453
74 H -3.44 0.82 1.26  0.404

Properties
**LUMO**: 1.0464 eV
**Kohn-Sham gap**: 5.513 eV
**Molar mass**: 599.3 g mol⁻¹
**Total charge**: -1



# 2
C3H6N2 in the gas phase at a distorted geometry, computed with ωB97M-V/def2-TZVPD.

Last column: natural (NBO) charge in e.
Positions of all 11 atoms, in Å:
1 C 1.96 0.07 0.02  -0.181
2 N 1.07 -0.87 -0.32  -0.203
3 N -0.17 -0.43 -0.69  -0.261
4 C -1.28 -0.72 0.17  -0.240
5 C -0.88 0.66 -0.21  -0.278
6 H 1.53 1.13 -0.01  0.168
7 H 2.95 -0.22 0.28  0.200
8 H -1.11 -0.97 1.25  0.199
9 H -2.11 -1.21 -0.30  0.200
10 H -1.39 1.31 -0.91  0.211
11 H -0.56 1.25 0.73  0.185

Properties
**LUMO**: 1.1646 eV
**Kohn-Sham gap**: 10.241 eV
**Molar mass**: 70.1 g mol⁻¹
**ΔE to the lowest compared entry with this formula, charge and spin**: 77.80 kcal/mol
**SMILES**: C=NN1CC1



# 3
A molecular structure, C2H2ClNO at a distorted geometry, computed with ωB97M-V/def2-TZVPD.

Last column: natural (NBO) charge in e.
Positions of all 7 atoms, in Å:
1 C 0.75 0.79 0.24  0.186
2 C -0.01 -0.37 0.38  0.011
3 N 1.33 1.75 0.02  -0.218
4 O -1.03 -0.27 -1.07  -0.684
5 Cl 1.11 -1.72 -0.11  0.021
6 H -0.53 -0.58 1.21  0.228
7 H -1.63 0.39 -0.67  0.456

Properties
**LUMO**: -0.2858 eV
**Kohn-Sham gap**: 11.458 eV
**Molar mass**: 91.5 g mol⁻¹
**ΔE to the lowest compared entry with this formula, charge and spin**: 36.43 kcal/mol



no.,HOMO (eV)
1,-4.467
2,-9.076
3,-11.744